No. 1
DFT (ωB97M-V/def2-TZVPD) results for a molecular structure, C15H26CdN4O2S2.

Atoms and positions in Å:
1 Cd -0.086 -0.931 -0.575
2 N -1.508 -0.586 -4.766
3 C -1.283 -0.354 -3.459
4 S 0.338 -0.014 -2.992
5 N -2.368 -0.404 -2.695
6 N -2.141 -0.351 -1.389
7 C -3.108 -0.110 -0.586
8 C -2.827 -0.004 0.839
9 C -3.833 0.344 1.744
10 C -3.517 0.503 3.080
11 C -2.205 0.305 3.492
12 C -1.270 -0.057 2.537
13 N -1.565 -0.206 1.252
14 H -0.744 -0.532 -5.410
15 H -2.443 -0.779 -5.080
16 H -4.116 0.067 -0.953
17 H -4.842 0.493 1.384
18 H -4.280 0.778 3.795
19 H -1.916 0.417 4.528
20 H -0.236 -0.240 2.810
21 C 0.859 4.122 -2.013
22 C 1.598 3.062 -1.210
23 S 0.420 2.195 -0.119
24 O 1.099 0.926 0.305
25 C 0.527 3.311 1.342
26 C 1.811 3.095 2.123
27 H 1.538 4.615 -2.709
28 H 0.428 4.889 -1.367
29 H 0.054 3.663 -2.588
30 H 2.413 3.470 -0.614
31 H 1.982 2.269 -1.851
32 H -0.348 3.061 1.945
33 H 0.414 4.329 0.969
34 H 1.987 2.027 2.243
35 H 1.739 3.552 3.110
36 H 2.673 3.526 1.615
37 C 1.576 -3.296 1.493
38 C 1.390 -3.431 -0.027
39 C 2.557 -2.710 -0.728
40 C 1.434 -4.916 -0.412
41 O 0.150 -2.922 -0.418
42 H 2.516 -3.746 1.819
43 H 0.747 -3.785 2.008
44 H 1.575 -2.236 1.769
45 H 3.517 -3.160 -0.465
46 H 2.577 -1.654 -0.429
47 H 2.422 -2.762 -1.809
48 H 2.386 -5.377 -0.137
49 H 1.289 -5.009 -1.489
50 H 0.622 -5.447 0.087

Values from the calculation:
Orbital gap (Eh): 0.27524
E_tot (Eh): -1920.78141
HOMO (eV): -7.671
E_LUMO (Ha): -0.0067
Molecular weight (g/mol): 470.945

No. 2
DFT (ωB97M-V/def2-TZVPD) results for a molecular structure, C6H12O.

Atoms and positions in Å:
1 C 2.677 -0.059 0.568
2 C 1.887 -0.341 -0.708
3 C 0.503 0.273 -0.659
4 C -0.646 -0.281 -1.432
5 C -0.542 -0.562 0.060
6 C -2.899 0.134 0.974
7 O -1.632 0.759 0.727
8 H 3.652 -0.557 0.560
9 H 2.115 -0.417 1.438
10 H 2.851 1.017 0.697
11 H 1.787 -1.426 -0.841
12 H 2.430 0.032 -1.587
13 H 0.488 1.355 -0.523
14 H -0.512 -1.150 -2.077
15 H -1.376 0.433 -1.805
16 H -3.365 0.000 -0.002
17 H -3.513 0.792 1.596
18 H -2.743 -0.842 1.440
19 H -1.165 0.841 1.572

Values from the calculation:
Orbital gap (Eh): 0.31498
E_tot (Eh): -310.87815
HOMO (eV): -7.816
E_LUMO (Ha): 0.0277
Molecular weight (g/mol): 100.161

No. 3
DFT (ωB97M-V/def2-TZVPD) results for a gas-phase ion, C6H9IN (charge +1).

Atoms and positions in Å:
1 C -0.615 0.819 1.188
2 C -0.510 1.697 -0.889
3 C -0.542 0.178 -1.120
4 C -0.468 -0.332 0.293
5 C 0.645 -0.305 -2.047
6 C 0.237 -2.099 3.013
7 N -0.591 1.959 0.502
8 I 0.677 -1.838 1.043
9 H -0.759 0.728 2.280
10 H 0.364 2.271 -1.254
11 H -1.242 2.243 -1.576
12 H -1.377 -0.132 -1.600
13 H 1.663 -0.267 -1.492
14 H 0.869 0.312 -2.888
15 H 0.359 -1.273 -2.381
16 H 0.290 -1.163 3.536
17 H 1.000 -2.798 3.393

Values from the calculation:
Net charge: +1
Orbital gap (alpha / beta) (Eh): 0.24292 / 0.31642
E_tot (Eh): -585.97547
HOMO (alpha / beta) (eV): -12.806 / -14.120
E_LUMO (alpha / beta) (Ha): -0.2277 / -0.2025
Molecular weight (g/mol): 222.049

No. 4
DFT (ωB97M-V/def2-TZVPD) results for a single C4H6N2O molecule.

Atoms and positions in Å:
1 C -1.782 0.134 1.169
2 C -0.640 0.236 0.228
3 N -0.002 1.344 -0.056
4 C 1.046 0.965 -0.854
5 C 1.098 -0.391 -0.943
6 O 2.240 -1.111 -0.738
7 N -0.064 -0.859 -0.355
8 H -1.782 1.050 1.764
9 H -1.673 -0.724 1.843
10 H -2.729 0.050 0.634
11 H 1.823 1.634 -1.194
12 H 2.984 -0.574 -1.028
13 H -0.519 -1.755 -0.470

Values from the calculation:
Orbital gap (Eh): 0.31571
E_tot (Eh): -340.73816
HOMO (eV): -7.846
E_LUMO (Ha): 0.0274
SMILES: Cc1ncc(O)[nH]1
Molecular weight (g/mol): 98.105

No. 5
DFT (ωB97M-V/def2-TZVPD) results for a molecular structure, C19H46CoF3N3O6.

Atoms and positions in Å:
1 Co 1.123 -0.162 0.491
2 C -0.774 2.555 1.391
3 O -1.771 1.503 1.497
4 O 0.357 1.809 1.089
5 C -1.140 3.799 0.584
6 F -2.192 4.518 1.039
7 F -0.091 4.668 0.591
8 F -1.421 3.580 -0.690
9 C -3.183 1.845 1.866
10 C -3.702 0.589 2.522
11 H -4.775 0.776 2.568
12 H -3.474 -0.294 1.924
13 H -3.428 0.442 3.567
14 H -3.837 2.048 1.018
15 H -3.429 2.743 2.433
16 H -0.561 2.939 2.389
17 C 2.429 -4.433 -0.762
18 C 1.325 -3.605 -0.008
19 C 1.101 -4.329 1.331
20 O 1.622 -2.222 0.045
21 H 2.520 -4.286 -1.838
22 H 1.983 -5.416 -0.609
23 H 3.415 -4.365 -0.303
24 H 0.447 -3.795 -0.624
25 H 0.607 -5.299 1.264
26 H 0.385 -3.770 1.933
27 H 1.955 -4.571 1.963
28 C 4.465 -0.504 3.365
29 C 3.138 -0.752 2.567
30 C 1.858 -0.620 3.402
31 O 0.721 -0.743 2.587
32 C -0.402 -1.050 3.414
33 N 3.102 0.219 1.496
34 H 4.428 -1.173 4.226
35 H 4.554 0.508 3.760
36 H 5.365 -0.682 2.776
37 H 3.126 -1.792 2.242
38 H 1.969 0.362 3.862
39 H 1.953 -1.352 4.205
40 H -1.180 -1.411 2.741
41 H -0.758 -0.140 3.897
42 H -0.277 -1.759 4.233
43 H 3.515 1.091 1.795
44 H 3.759 -0.037 0.773
45 C -1.489 -1.406 -2.163
46 C -1.842 -0.271 -1.288
47 C -3.357 -0.433 -0.940
48 O -4.204 -0.232 -2.062
49 C -4.361 1.113 -2.508
50 N -0.960 -0.526 -0.115
51 H -0.424 -1.555 -2.339
52 H -2.024 -1.334 -3.110
53 H -1.829 -2.367 -1.777
54 H -1.588 0.719 -1.667
55 H -3.709 0.226 -0.147
56 H -3.492 -1.451 -0.574
57 H -4.974 1.062 -3.408
58 H -3.459 1.646 -2.808
59 H -5.013 1.761 -1.922
60 H -1.247 0.293 0.402
61 H -1.486 -1.154 0.475
62 C 2.890 2.415 -2.245
63 C 1.569 1.626 -2.322
64 C 1.324 1.074 -3.728
65 O 0.027 0.680 -4.020
66 C -0.838 1.817 -4.350
67 N 1.590 0.454 -1.462
68 H 3.205 2.346 -1.204
69 H 2.754 3.485 -2.402
70 H 3.648 1.987 -2.901
71 H 0.695 2.234 -2.088
72 H 1.969 0.207 -3.870
73 H 1.575 1.814 -4.488
74 H -0.953 2.537 -3.540
75 H -1.842 1.494 -4.627
76 H -0.488 2.436 -5.177
77 H 2.492 0.030 -1.625
78 H 1.010 -0.160 -2.016

Values from the calculation:
Orbital gap (alpha / beta) (Eh): 0.28840 / 0.28503
Multiplicity: 4
E_tot (Eh): -3049.46890
HOMO (alpha / beta) (eV): -7.342 / -7.253
E_LUMO (alpha / beta) (Ha): 0.0186 / 0.0185
<S²>: 3.756
Molecular weight (g/mol): 528.519

No. 6
DFT (ωB97M-V/def2-TZVPD) results for a molecular structure, C22H50AlBeBrCaClCsFN2O9.

Atoms and positions in Å:
1 F -5.851 -2.116 4.038
2 C -4.585 -2.794 3.948
3 C -3.511 -1.841 4.534
4 Al -2.859 -0.687 2.969
5 H -4.608 -3.758 4.478
6 H -4.417 -2.984 2.877
7 H -2.715 -2.400 5.043
8 H -4.058 -1.154 5.210
9 H -1.871 -1.460 1.983
10 H -4.208 -0.326 2.142
11 H -2.242 0.741 3.529
12 Cs -8.017 -1.412 4.586
13 C -8.090 -2.895 12.538
14 C -7.964 -2.691 11.046
15 C -7.680 -1.268 10.638
16 O -8.288 -1.201 9.334
17 C -9.287 -2.122 9.326
18 O -10.124 -2.200 8.433
19 O -9.209 -2.938 10.387
20 H -8.973 -2.383 12.924
21 H -8.213 -3.954 12.764
22 H -7.205 -2.530 13.060
23 H -7.219 -3.377 10.630
24 H -6.608 -1.064 10.579
25 H -8.154 -0.523 11.281
26 Be -3.534 2.165 3.605
27 Br -11.100 -0.760 10.600
28 C -1.534 3.684 0.775
29 O -0.618 2.859 0.669
30 O -2.563 3.717 0.038
31 O -1.584 4.606 1.643
32 C -0.394 1.084 -3.795
33 C 0.299 1.614 -2.543
34 C 0.262 3.133 -2.419
35 C 1.027 3.966 -3.439
36 N 2.540 3.818 -3.427
37 C 3.001 2.685 -4.339
38 C 3.174 3.335 -5.693
39 C 3.845 4.650 -5.342
40 C 3.170 5.084 -4.047
41 C 3.082 3.637 -2.043
42 H 0.081 1.444 -4.712
43 H -0.359 -0.006 -3.806
44 H -1.443 1.384 -3.815
45 H 1.325 1.234 -2.496
46 H -0.211 1.201 -1.671
47 H 0.577 3.412 -1.412
48 H -0.783 3.450 -2.482
49 H 0.825 5.011 -3.209
50 H 0.688 3.781 -4.459
51 H 3.955 2.320 -3.957
52 H 2.272 1.879 -4.338
53 H 2.207 3.507 -6.170
54 H 3.776 2.729 -6.368
55 H 3.736 5.397 -6.127
56 H 4.913 4.502 -5.177
57 H 2.384 5.812 -4.225
58 H 3.884 5.499 -3.339
59 H 2.757 2.677 -1.654
60 H 2.720 4.453 -1.421
61 H 4.168 3.656 -2.097
62 Cl -9.448 -4.422 7.961
63 Ca -6.118 0.649 8.140
64 C 1.924 -2.825 -3.044
65 O 2.502 -2.502 -4.300
66 C 2.784 -1.121 -4.459
67 C 4.287 -0.879 -4.501
68 N 4.893 -1.106 -3.194
69 C 6.357 -1.128 -3.220
70 C 7.035 -2.253 -4.005
71 O 6.842 -3.542 -3.445
72 C 5.651 -4.198 -3.841
73 H 1.617 -3.868 -3.080
74 H 2.649 -2.708 -2.232
75 H 1.044 -2.208 -2.843
76 H 2.306 -0.514 -3.683
77 H 2.360 -0.820 -5.423
78 H 4.480 0.155 -4.808
79 H 4.708 -1.547 -5.261
80 H 4.569 -1.993 -2.833
81 H 6.686 -1.205 -2.180
82 H 6.719 -0.165 -3.595
83 H 8.112 -2.070 -3.960
84 H 6.773 -2.243 -5.062
85 H 5.347 -3.925 -4.856
86 H 4.839 -3.995 -3.139
87 H 5.838 -5.273 -3.820
88 O 8.072 -2.163 -6.904
89 H 8.930 -2.509 -6.636
90 H 7.656 -2.901 -7.362

Values from the calculation:
Net charge: +1
Orbital gap (Eh): 0.08660
E_tot (Eh): -5743.15404
HOMO (eV): -8.315
E_LUMO (Ha): -0.2190
Molecular weight (g/mol): 829.979

No. 7
DFT (ωB97M-V/def2-TZVPD) results for 2 unconnected molecules or ions with the total composition Br2H2O2Si.

Atoms and positions in Å:
1 O -1.749 -1.044 1.398
2 O 0.753 1.499 0.008
3 Si 0.194 0.088 -0.530
4 Br 1.693 -1.222 0.412
5 Br -0.432 -0.020 -2.631
6 H -1.209 -1.765 1.547
7 H 0.749 2.463 -0.204

Values from the calculation:
Orbital gap (alpha / beta) (Eh): 0.25995 / 0.26012
E_tot (Eh): -5589.20175
HOMO (alpha / beta) (eV): -9.019 / -9.024
E_LUMO (alpha / beta) (Ha): -0.0715 / -0.0715
Molecular weight (g/mol): 221.908

No. 8
DFT (ωB97M-V/def2-TZVPD) results for 3 unconnected molecules or ions with the total composition C2H10N3S.

Atoms and positions in Å:
1 C -2.450 0.291 1.539
2 C 0.065 -0.195 0.411
3 N -2.671 1.533 1.208
4 N 0.520 0.664 -0.540
5 N 0.904 -1.188 0.831
6 S 2.745 -1.067 -2.480
7 H -2.054 -0.045 2.631
8 H -2.675 -0.544 1.002
9 H -2.328 2.319 1.669
10 H -2.915 1.827 0.288
11 H 1.130 0.414 -1.365
12 H -0.137 1.355 -0.918
13 H 0.699 -1.955 1.348
14 H 2.913 0.174 -3.162
15 H 1.734 -1.319 0.400
16 H 3.475 -1.913 -3.177

Values from the calculation:
Net charge: +1
Orbital gap (Eh): 0.30491
E_tot (Eh): -644.30310
HOMO (eV): -12.642
E_LUMO (Ha): -0.1597
Molecular weight (g/mol): 108.190

No. 9
DFT (ωB97M-V/def2-TZVPD) results for 2 unconnected molecules or ions with the total composition H3N2PS.

Atoms and positions in Å:
1 N -1.957 -0.360 0.495
2 N -0.948 -0.541 -0.125
3 P -3.141 0.330 1.174
4 S 2.677 0.637 0.251
5 H -0.830 -1.248 -0.789
6 H 2.396 -0.284 -0.665
7 H 1.803 1.467 -0.340

Values from the calculation:
Orbital gap (Eh): 0.29741
E_tot (Eh): -850.75012
HOMO (eV): -8.292
E_LUMO (Ha): -0.0073
Molecular weight (g/mol): 94.079

No. 10
DFT (ωB97M-V/def2-TZVPD) results for 2 unconnected molecules or ions with the total composition C2H7O2.

Atoms and positions in Å:
1 O 3.822 1.012 -1.156
2 H 3.349 1.267 -1.917
3 H -0.657 0.605 1.427
4 H 3.790 1.635 -0.493
5 C -1.312 -0.312 1.319
6 C -1.850 -0.594 0.017
7 O -0.960 -0.511 -0.913
8 H -0.272 -1.024 1.518
9 H -1.895 -0.497 2.273
10 H -2.857 -0.978 -0.187
11 H -1.159 -0.602 -1.888

Values from the calculation:
Net charge: +1
Orbital gap (Eh): 0.27439
E_tot (Eh): -230.52751
HOMO (eV): -14.130
E_LUMO (Ha): -0.2449
Molecular weight (g/mol): 63.076

No. 11
DFT (ωB97M-V/def2-TZVPD) results for a molecular structure, C21H27Br4ClF3N4O7S2.

Atoms and positions in Å:
1 C 4.895 -0.968 1.370
2 C 4.328 -0.899 -0.145
3 Cl 5.778 -1.449 -1.235
4 C 3.001 -1.749 -0.524
5 C 1.499 -1.259 -0.208
6 N 1.678 -0.170 0.799
7 C 0.639 -2.289 0.815
8 S 0.618 -4.102 0.315
9 C 1.452 -2.437 2.284
10 C 0.787 -1.619 3.527
11 O 0.891 -0.318 3.800
12 Br -0.255 -2.683 4.927
13 O -0.645 -1.881 1.140
14 C -1.494 -1.001 0.354
15 N -2.584 -1.960 -0.019
16 C -3.940 -1.536 -0.318
17 O -4.491 -0.934 -1.393
18 F -5.012 -1.832 0.716
19 C -2.674 -3.251 0.701
20 O -2.957 -3.540 1.972
21 F -2.593 -4.488 -0.171
22 S -2.135 0.092 1.733
23 C -3.787 0.919 1.675
24 O -1.201 1.220 2.258
25 O -2.277 -0.812 3.034
26 C -0.751 -0.236 -0.939
27 O -1.640 -0.240 -2.155
28 C -0.811 1.421 -0.830
29 C -2.355 2.047 -1.074
30 C -2.524 3.659 -1.008
31 C -1.130 4.411 -0.694
32 N 0.249 3.988 -0.420
33 C 0.330 2.496 -0.502
34 N 0.572 -0.903 -1.396
35 C 1.448 0.030 -2.258
36 C 0.306 -2.003 -2.396
37 C 1.279 -3.158 -2.870
38 F 0.021 -1.498 -3.814
39 H 4.069 -0.530 2.103
40 H 5.168 -2.072 1.664
41 H 5.856 -0.279 1.476
42 H 4.210 0.257 -0.423
43 H 3.150 -2.811 0.004
44 H 3.261 -1.972 -1.670
45 H 0.852 0.201 1.255
46 H 2.351 0.562 0.657
47 H -0.143 -4.356 -0.820
48 H 1.458 -3.571 2.667
49 H 2.586 -2.174 2.201
50 H -3.767 2.021 2.137
51 H -4.600 0.353 2.346
52 H -4.300 1.039 0.631
53 H -2.131 -1.048 -2.334
54 H -3.318 1.414 -1.264
55 H -3.550 4.235 -1.173
56 H -1.246 5.602 -0.684
57 H 1.422 2.136 -0.348
58 H 2.222 0.659 -1.627
59 H 2.189 -0.583 -2.968
60 H 0.840 0.747 -2.946
61 H -0.651 -2.587 -1.968
62 H 0.620 -4.005 -3.400
63 H 2.036 -2.824 -3.736
64 H 1.958 -3.729 -2.119
65 C -0.975 8.556 0.611
66 Br -1.906 8.957 2.271
67 Br 0.622 7.487 0.917
68 Br -2.155 7.736 -0.700
69 H -0.644 9.511 0.191

Values from the calculation:
Net charge: +1
Orbital gap (Eh): 0.27213
E_tot (Eh): -13413.28269
HOMO (eV): -12.132
E_LUMO (Ha): -0.1737
Molecular weight (g/mol): 923.665

No. 12
DFT (ωB97M-V/def2-TZVPD) results for a molecular structure, C21H57N4O18SZn.

Atoms and positions in Å:
1 C -1.126 5.193 1.628
2 N -1.117 3.824 1.004
3 C -2.468 3.641 0.422
4 C -0.079 3.756 -0.068
5 C -0.915 2.762 2.063
6 C 0.077 3.084 3.149
7 O 1.248 3.584 2.555
8 H -1.905 5.315 2.374
9 H -1.421 5.897 0.849
10 H -0.084 5.312 1.914
11 H -3.257 3.770 1.157
12 H -2.494 2.630 0.032
13 H -2.613 4.358 -0.384
14 H -0.242 4.615 -0.723
15 H -0.430 2.914 -0.665
16 H 0.944 3.704 0.274
17 H -0.727 1.810 1.577
18 H -1.907 2.717 2.525
19 H 0.201 2.256 3.847
20 H -0.322 3.895 3.772
21 H 1.846 2.821 2.353
22 Zn 1.072 -3.163 0.303
23 S 0.076 -0.721 0.037
24 O 0.192 -1.521 1.300
25 O -1.292 -0.395 -0.389
26 O 0.938 0.463 0.157
27 O 0.750 -1.664 -0.911
28 O 2.051 -4.315 -0.951
29 C 3.330 -4.326 -0.343
30 C 3.276 -4.258 1.214
31 O 2.368 -3.421 1.837
32 H 4.036 -3.627 -0.823
33 H 3.718 -5.328 -0.596
34 H 4.345 -4.140 1.467
35 H 3.055 -5.314 1.448
36 C 0.065 -1.370 4.723
37 C -0.933 -2.468 5.037
38 O -2.195 -2.049 5.559
39 O -0.336 -0.449 3.711
40 H 1.024 -1.847 4.472
41 H 0.294 -0.795 5.628
42 H -0.413 -3.244 5.607
43 H -1.136 -3.027 4.100
44 H -2.522 -1.361 4.955
45 H -0.133 -0.847 2.808
46 C -3.886 -1.428 -2.917
47 C -5.084 -2.346 -2.651
48 O -5.036 -3.625 -3.353
49 O -3.639 -0.620 -1.754
50 H -3.990 -0.864 -3.846
51 H -3.039 -2.120 -2.985
52 H -6.075 -1.894 -2.793
53 H -5.079 -2.668 -1.607
54 H -5.521 -3.451 -4.169
55 H -2.820 -0.913 -1.318
56 C 2.952 3.923 -3.026
57 C 2.001 2.802 -2.705
58 O 2.427 2.186 -1.514
59 O 2.517 5.107 -2.283
60 H 2.850 4.212 -4.078
61 H 4.011 3.812 -2.805
62 H 1.983 2.101 -3.555
63 H 0.984 3.217 -2.695
64 H 1.714 1.707 -1.056
65 H 3.244 5.388 -1.728
66 C 3.936 -0.785 2.721
67 C 2.792 0.193 3.010
68 O 2.686 1.218 2.008
69 O 3.629 -2.056 3.301
70 H 4.777 -0.347 3.272
71 H 4.213 -0.875 1.670
72 H 2.876 0.541 4.048
73 H 1.828 -0.327 3.099
74 H 2.097 0.800 1.340
75 H 2.990 -2.474 2.662
76 O -4.582 -0.225 3.297
77 C -4.245 -0.519 2.139
78 N -2.926 -0.660 1.803
79 C -5.261 -0.970 1.111
80 H -2.276 -0.841 2.548
81 H -2.595 -0.506 0.838
82 H -4.841 -1.797 0.547
83 H -5.458 -0.178 0.384
84 H -6.204 -1.268 1.557
85 O -0.964 -1.363 -5.576
86 C -0.681 -1.114 -4.419
87 N -0.333 -2.054 -3.517
88 C -0.933 0.294 -3.916
89 H 0.019 -1.695 -2.628
90 H -0.200 -3.001 -3.818
91 H -1.817 0.434 -3.297
92 H -1.136 0.884 -4.813
93 H -0.007 0.737 -3.546
94 O 4.047 -0.431 -4.534
95 C 3.344 -1.227 -3.842
96 N 2.880 -0.835 -2.615
97 C 3.019 -2.609 -4.334
98 H 3.017 0.085 -2.225
99 H 2.308 -1.425 -2.013
100 H 2.041 -2.533 -4.827
101 H 2.835 -3.351 -3.551
102 H 3.773 -2.909 -5.051

Values from the calculation:
Net charge: -1
Orbital gap (Eh): 0.26131
E_tot (Eh): -4585.29646
HOMO (eV): -5.624
E_LUMO (Ha): 0.0546
Molecular weight (g/mol): 751.154

The highest molecular weight belongs to which entry? C21H27Br4ClF3N4O7S2